The following is a quantum chemistry calculation of 2 unconnected molecules or ions with the total composition CH2F3N in a non-equilibrium geometry, from the OMol25 dataset.

Summary:
**HOMO**: -0.3728 Ha
**Multiplicity**: 1
**E**: -10709.871 eV

Atoms and positions in Å:
C: -0.44 -0.46 -0.03
N: 0.90 -0.27 -0.01
F: -1.01 -0.90 1.00
F: -0.96 1.63 0.14
F: -1.10 -0.58 -1.14
H: 1.25 0.29 0.73
H: 1.36 0.28 -0.69

=====

The following is a quantum chemistry calculation of 3 unconnected molecules or ions with the total composition C15H21B2F17O4 in a non-equilibrium geometry, from the OMol25 dataset.

Summary:
**HOMO**: -0.3607 Ha
**Multiplicity**: 1
**E**: -71632.642 eV
**SMILES**: FC(F)C(F)(F)COC(F)(F)C(F)F.FC(F)C(F)(F)COC(F)(F)C(F)F.CCOB(O)B[C@@H](F)CC

Atoms and positions in Å:
F: 1.00 2.24 1.61
C: 2.01 2.12 0.72
F: 1.48 2.40 -0.50
C: 2.62 0.73 0.73
F: 1.72 -0.22 0.35
F: 3.62 0.69 -0.21
C: 3.26 0.31 2.07
O: 2.45 -0.52 2.91
C: 1.54 0.18 3.76
F: 1.80 1.51 3.70
F: 1.85 -0.20 5.03
C: 0.07 -0.15 3.46
F: -0.26 0.18 2.18
F: -0.77 0.54 4.27
H: 2.76 2.89 0.94
H: 4.12 -0.32 1.82
H: 3.69 1.16 2.61
H: -0.12 -1.22 3.59
F: -6.36 -1.82 5.55
C: -6.47 -2.56 6.68
F: -7.57 -2.10 7.33
C: -5.23 -2.45 7.56
F: -5.06 -1.17 8.00
F: -5.45 -3.20 8.69
C: -3.93 -2.95 6.92
O: -3.08 -1.94 6.36
C: -3.39 -1.56 5.02
F: -4.32 -2.41 4.52
F: -2.25 -1.79 4.31
C: -3.79 -0.09 4.90
F: -4.90 0.19 5.64
F: -4.10 0.23 3.62
H: -6.66 -3.60 6.40
H: -3.33 -3.38 7.74
H: -4.10 -3.78 6.23
H: -2.99 0.57 5.24
C: -0.35 0.50 -8.37
C: 0.53 1.87 -8.58
O: 1.66 2.03 -7.65
B: 2.79 1.10 -8.00
O: 3.49 1.16 -9.32
B: 3.15 -0.03 -6.82
C: 3.99 0.29 -5.43
F: 5.00 1.35 -5.62
C: 2.90 0.58 -4.24
C: 3.26 1.86 -3.27
H: -1.37 0.79 -7.86
H: 0.15 -0.32 -7.71
H: -0.65 0.03 -9.42
H: 0.85 1.94 -9.71
H: -0.21 2.78 -8.36
H: 3.05 0.45 -9.90
H: 2.75 -1.14 -6.98
H: 4.57 -0.71 -5.17
H: 2.74 -0.36 -3.54
H: 1.86 0.80 -4.76
H: 2.61 2.81 -3.59
H: 2.97 1.54 -2.16
H: 4.39 2.16 -3.24

=====

The following is a quantum chemistry calculation of 2 unconnected molecules or ions with the total composition H5NO2 in a non-equilibrium geometry, from the OMol25 dataset.

Summary:
**HOMO**: -0.3912 Ha
**Multiplicity**: 1
**E**: -5662.904 eV
**SMILES**: OO.N

Atoms and positions in Å:
O: -2.59 -0.18 -0.25
O: -1.38 0.42 -0.25
H: -2.72 -0.67 0.59
H: -1.46 1.33 0.22
N: 2.03 0.12 -0.22
H: 1.16 -0.36 -0.14
H: 2.61 -0.54 -0.70
H: 2.35 -0.12 0.74

=====

The following is a quantum chemistry calculation of a single C6H9NS molecule in a non-equilibrium geometry, from the OMol25 dataset.

Summary:
**HOMO**: -0.3014 Ha
**Multiplicity**: 1
**E**: -18692.160 eV
**SMILES**: C/C=C/N1CCC1=S

Atoms and positions in Å:
C: 3.61 -0.64 0.00
C: 2.35 0.18 0.00
C: 1.15 -0.35 0.00
N: -0.03 0.37 0.00
C: -0.26 1.82 0.00
C: -1.79 1.49 0.00
C: -1.34 0.01 0.00
S: -2.07 -1.45 0.00
H: 4.23 -0.40 -0.87
H: 4.23 -0.43 0.88
H: 3.44 -1.69 0.03
H: 2.49 1.25 -0.04
H: 0.97 -1.41 0.01
H: 0.08 2.34 0.90
H: 0.16 2.31 -0.86
H: -2.30 1.80 -0.91
H: -2.32 1.77 0.93